No. 1
C4H12NOS | ωB97M-V with the def2-TZVPD basis set

Positions of all 19 atoms, in Å:
C (1.44, -0.12, 0.15)
N (0.02, 0.24, 0.22)
C (-0.92, -0.26, -0.82)
C (-2.40, -0.02, -0.59)
S (-3.41, -0.87, -1.77)
C (2.12, 0.83, -0.87)
H (1.98, -0.10, 1.10)
H (1.59, -1.16, -0.14)
H (-0.03, 1.24, 0.37)
H (-0.62, -1.30, -0.97)
H (-0.63, 0.37, -1.69)
H (-2.48, 1.08, -0.61)
H (-2.63, -0.27, 0.45)
H (1.97, 1.90, -0.72)
H (3.21, 0.69, -0.92)
H (1.62, 0.57, -1.80)
H (-0.46, -0.56, 2.20)
H (-0.49, -1.32, 3.55)
O (0.11, -0.95, 2.87)

For the LUMO energy, the calculation gives 0.1272 Eh. The charge is -1. As for the frontier orbital gap: 5.847 eV. The energy relative to the best compared isomer or geometry (same formula, charge and spin) comes out at 0.987 eV. For the calculated total energy, the calculation gives -687.7918 Ha. Its HOMO energy is -2.386 eV. Its largest force on an atom is 2.27 eV/Å.

=====

No. 2
C8H13OP3 | ωB97M-V with the def2-TZVPD basis set

Positions of all 25 atoms, in Å:
C (0.90, 2.17, 0.99)
C (1.36, 0.81, 0.49)
C (2.43, 0.71, -0.42)
C (2.81, -0.53, -0.92)
C (2.08, -1.67, -0.73)
C (0.98, -1.61, 0.15)
C (0.64, -0.34, 0.82)
O (-0.34, -0.48, 1.88)
P (-1.75, 0.17, 1.60)
C (-2.13, -0.33, 0.02)
P (-1.28, 0.60, -1.29)
P (-3.97, -0.48, -0.30)
H (0.87, 2.03, 2.04)
H (1.48, 3.02, 0.64)
H (-0.15, 2.34, 0.73)
H (3.06, 1.51, -0.73)
H (3.62, -0.67, -1.48)
H (2.36, -2.45, -1.36)
H (0.43, -2.52, 0.32)
H (-1.30, 1.49, 2.13)
H (-2.51, -0.28, 2.70)
H (-0.64, -0.58, -1.91)
H (-2.26, 0.88, -2.25)
H (-3.76, -1.35, -1.32)
H (-4.18, -1.51, 0.63)

For the LUMO energy, the calculation gives 0.0289 Eh. The charge is 0. As for the frontier orbital gap: 8.272 eV. The energy relative to the best compared isomer or geometry (same formula, charge and spin) comes out at 0.222 eV. For the calculated total energy, the calculation gives -1411.7894 Ha. Its HOMO energy is -7.485 eV. Its largest force on an atom is 3.78 eV/Å.

=====

No. 3
C24H46Cl2N3O4RuSi | ωB97M-V with the def2-TZVPD basis set

Positions of all 81 atoms, in Å:
C (-1.27, 0.68, -3.48)
C (-0.70, 1.88, -2.80)
H (-2.27, 0.88, -3.88)
H (-1.35, -0.16, -2.77)
H (-0.65, 0.36, -4.32)
C (-1.13, 3.14, -2.97)
C (-2.26, 3.55, -3.85)
H (-0.60, 3.96, -2.48)
H (-2.83, 2.70, -4.24)
H (-1.90, 4.13, -4.71)
H (-2.96, 4.20, -3.31)
Ru (0.56, -0.52, 0.39)
Cl (-0.96, -1.78, -0.66)
C (2.81, 1.42, 1.20)
O (1.79, 0.77, 1.59)
N (3.30, 2.42, 1.94)
C (2.68, 2.80, 3.21)
C (4.49, 3.14, 1.55)
H (3.36, 1.19, 0.27)
H (1.86, 2.11, 3.43)
H (2.30, 3.83, 3.14)
H (3.44, 2.76, 4.00)
H (4.84, 2.78, 0.58)
H (5.29, 3.00, 2.30)
H (4.28, 4.22, 1.47)
H (2.28, -3.43, 4.68)
H (2.62, -5.39, 3.24)
C (1.30, -3.26, 4.23)
C (1.67, -5.21, 2.72)
N (1.30, -3.81, 2.87)
H (1.08, -2.19, 4.19)
C (1.00, -3.05, 1.83)
O (0.79, -1.80, 1.98)
H (1.78, -5.44, 1.65)
H (0.93, -3.54, 0.84)
H (0.54, -3.78, 4.83)
H (0.90, -5.86, 3.15)
H (-3.00, 1.20, -1.02)
H (-2.26, 3.77, -0.16)
C (-3.24, 1.04, 0.04)
C (-2.71, 3.35, 0.76)
N (-2.43, 1.93, 0.87)
H (-3.06, 0.00, 0.32)
C (-1.52, 1.48, 1.75)
O (-1.18, 0.28, 1.86)
H (-2.28, 3.86, 1.63)
H (-1.07, 2.27, 2.38)
H (-4.30, 1.31, 0.21)
H (-3.80, 3.50, 0.72)
O (-0.10, 1.01, -0.71)
C (0.46, 1.58, -1.86)
C (0.84, 3.60, -0.37)
C (1.29, 2.78, -1.41)
H (-0.09, 3.32, 0.14)
C (1.56, 4.75, -0.03)
H (1.13, 0.87, -2.37)
C (2.50, 3.05, -2.04)
H (1.16, 5.40, 0.76)
C (2.74, 5.06, -0.71)
C (3.23, 4.19, -1.70)
H (2.84, 2.36, -2.82)
H (3.27, 5.98, -0.46)
H (4.16, 4.42, -2.22)
Si (-2.96, -4.89, -1.06)
Cl (-3.24, -3.19, -2.26)
C (-4.05, -4.70, 0.45)
C (-1.14, -5.21, -0.82)
C (-3.72, -6.34, -2.00)
H (-4.07, -3.66, 0.81)
H (-3.75, -5.35, 1.29)
H (-5.07, -4.99, 0.18)
H (-4.80, -6.18, -2.07)
H (-3.54, -7.30, -1.50)
H (-3.30, -6.39, -3.01)
H (-0.60, -4.31, -0.50)
H (-0.69, -5.54, -1.77)
H (-0.94, -6.01, -0.08)
C (2.13, -1.14, -0.60)
H (2.49, -0.40, -1.34)
H (1.84, -2.05, -1.14)
H (2.97, -1.38, 0.07)

For the LUMO energy (spin up / spin down), the calculation gives 0.0173 / -0.0828 Eh. The charge is 0. As for the frontier orbital gap (spin up / spin down): 4.697 / 4.516 eV. For the calculated total energy, the calculation gives -2711.9258 Ha. Its HOMO energy (spin up / spin down) is -4.225 / -6.769 eV. The spin multiplicity is 6. Its largest force on an atom is 5.32 eV/Å.

=====

No. 4
C26H22CoF2N3O2P | ωB97M-V with the def2-TZVPD basis set

Positions of all 57 atoms, in Å:
Co (1.07, -0.13, 0.77)
O (2.33, 0.58, 4.58)
C (1.89, 0.60, 3.45)
N (1.49, -0.46, 2.66)
C (1.57, -1.78, 3.11)
O (1.96, -2.19, 4.16)
C (1.06, -2.75, 2.06)
C (0.98, -4.10, 2.34)
C (0.51, -4.95, 1.35)
C (0.15, -4.42, 0.12)
C (0.26, -3.06, -0.08)
N (0.70, -2.23, 0.88)
C (1.74, 1.92, 2.74)
C (2.09, 3.10, 3.37)
C (1.94, 4.29, 2.69)
C (1.44, 4.27, 1.40)
C (1.12, 3.05, 0.83)
N (1.25, 1.90, 1.49)
H (1.29, -4.44, 3.32)
H (0.43, -6.01, 1.54)
H (-0.21, -5.05, -0.68)
H (0.00, -2.61, -1.03)
H (2.48, 3.04, 4.38)
H (2.21, 5.23, 3.16)
H (1.32, 5.18, 0.82)
H (0.75, 3.00, -0.19)
F (3.43, -1.45, 0.22)
C (3.02, -0.22, -0.13)
F (3.70, 0.71, 0.54)
H (3.14, -0.08, -1.21)
C (-2.11, 1.41, 0.61)
P (-0.98, 0.39, -0.39)
C (-2.10, -0.89, -1.04)
C (-2.36, -1.03, -2.40)
C (-3.26, -2.01, -2.83)
C (-3.89, -2.83, -1.91)
C (-3.63, -2.69, -0.55)
C (-2.74, -1.72, -0.12)
C (-0.52, 1.40, -1.83)
C (0.52, 0.93, -2.63)
C (0.94, 1.66, -3.74)
C (0.31, 2.86, -4.05)
C (-0.73, 3.32, -3.26)
C (-1.15, 2.59, -2.15)
H (-2.98, 1.68, 0.02)
H (-1.60, 2.30, 0.99)
H (-2.44, 0.81, 1.46)
H (-1.88, -0.39, -3.12)
H (-3.46, -2.12, -3.88)
H (-4.59, -3.58, -2.24)
H (-4.12, -3.33, 0.17)
H (-2.53, -1.62, 0.95)
H (1.00, -0.02, -2.40)
H (1.74, 1.29, -4.36)
H (0.64, 3.44, -4.90)
H (-1.22, 4.26, -3.50)
H (-1.97, 2.97, -1.55)

For the LUMO energy (spin up / spin down), the calculation gives -0.1066 / -0.1806 Eh. The charge is +1. As for the frontier orbital gap (spin up / spin down): 8.901 / 7.111 eV. For the calculated total energy, the calculation gives -3242.3790 Ha. Its HOMO energy (spin up / spin down) is -11.801 / -12.026 eV. The spin multiplicity is 5. Its largest force on an atom is 0.90 eV/Å.

=====

No. 5
C13H29HoN3O2P2 | ωB97M-V with the def2-TZVPD basis set

Positions of all 50 atoms, in Å:
Ho (0.24, 0.04, 0.27)
P (0.70, 2.89, 0.19)
P (2.06, -2.18, 0.46)
N (-1.56, 0.89, -0.93)
N (-0.92, -1.73, -0.64)
H (-3.21, 0.25, -2.12)
H (-2.97, -2.16, -1.08)
H (-3.38, -0.02, -0.38)
C (-2.66, -0.04, -1.21)
H (-2.01, -1.65, -2.47)
C (-2.16, -1.47, -1.39)
H (-2.38, 2.38, -2.10)
H (-0.97, -3.75, -1.22)
C (-1.55, 2.07, -1.45)
C (-0.38, -2.94, -0.74)
H (-1.26, 4.02, -0.71)
C (-0.64, 3.22, -1.12)
H (-0.15, 3.60, -2.03)
H (3.08, -2.32, -0.52)
H (2.59, -3.05, 1.45)
H (1.74, 3.49, -0.56)
H (0.42, 4.06, 0.96)
O (1.35, 0.33, -1.52)
C (0.83, 0.19, -2.81)
C (1.18, 1.35, -3.72)
C (1.36, -1.11, -3.41)
H (-0.29, 0.20, -2.73)
H (0.61, 2.25, -3.46)
H (2.25, 1.57, -3.65)
H (0.94, 1.09, -4.76)
H (1.09, -1.99, -2.84)
H (1.04, -1.24, -4.45)
H (2.46, -1.02, -3.40)
C (0.88, -3.33, -0.28)
H (1.14, -4.38, -0.41)
C (-1.70, -0.16, 5.66)
N (-1.83, 0.00, 4.21)
C (-3.17, 0.19, 3.65)
C (-0.81, -0.05, 3.36)
C (0.59, -0.31, 3.83)
O (-1.07, 0.11, 2.12)
H (-2.70, -0.03, 6.08)
H (-1.02, 0.60, 6.08)
H (-1.31, -1.15, 5.92)
H (-3.24, 1.12, 3.09)
H (-3.44, -0.64, 2.99)
H (-3.85, 0.22, 4.50)
H (0.94, -1.30, 3.49)
H (1.27, 0.45, 3.41)
H (0.66, -0.27, 4.93)

For the LUMO energy (spin up / spin down), the calculation gives -0.2174 / -0.3096 Eh. The charge is +2. As for the frontier orbital gap (spin up / spin down): 9.002 / 6.510 eV. The energy relative to the best compared isomer or geometry (same formula, charge and spin) comes out at 0.712 eV. For the calculated total energy, the calculation gives -2457.7298 Ha. Its HOMO energy (spin up / spin down) is -14.918 / -14.934 eV. The spin multiplicity is 6. Its largest force on an atom is 1.72 eV/Å.

=====

No. 6
C34H22BaBrN6O3 | ωB97M-V with the def2-TZVPD basis set

Positions of all 67 atoms, in Å:
Ba (-0.51, 0.13, -0.56)
O (1.48, 1.02, -4.60)
C (1.01, 0.63, -3.51)
N (0.03, 1.10, -2.76)
C (-0.75, 2.20, -3.16)
C (-0.69, 2.75, -4.46)
C (-1.49, 3.81, -4.85)
C (-2.38, 4.36, -3.94)
C (-2.45, 3.85, -2.66)
C (-1.66, 2.78, -2.23)
N (-1.74, 2.22, -0.94)
C (-2.43, 2.82, 0.03)
O (-3.04, 3.90, 0.06)
C (-2.46, 2.05, 1.34)
C (-3.33, 2.50, 2.33)
C (-3.36, 1.86, 3.56)
C (-2.51, 0.79, 3.76)
C (-1.68, 0.41, 2.73)
N (-1.64, 1.01, 1.54)
C (1.71, -0.59, -2.93)
C (2.58, -1.29, -3.78)
C (3.29, -2.37, -3.29)
C (3.13, -2.71, -1.95)
C (2.25, -1.96, -1.19)
N (1.54, -0.93, -1.66)
H (0.00, 2.33, -5.16)
H (-1.41, 4.20, -5.86)
H (-3.01, 5.20, -4.23)
H (-3.14, 4.29, -1.96)
H (-3.95, 3.35, 2.10)
H (-4.04, 2.19, 4.34)
H (-2.49, 0.25, 4.71)
H (-1.00, -0.43, 2.85)
H (2.67, -0.95, -4.80)
H (3.96, -2.93, -3.93)
H (3.67, -3.54, -1.51)
H (2.11, -2.20, -0.14)
Br (-2.38, -7.31, 1.46)
C (-2.14, -5.50, 0.90)
C (-3.01, -4.95, -0.05)
C (-2.82, -3.66, -0.46)
C (-1.76, -2.84, 0.04)
O (-1.60, -1.65, -0.39)
C (-0.89, -3.43, 1.03)
C (0.21, -2.75, 1.63)
N (0.52, -1.51, 1.47)
C (1.59, -0.93, 2.17)
C (2.23, -1.50, 3.25)
C (3.28, -0.86, 3.93)
C (3.70, 0.38, 3.55)
C (3.05, 1.03, 2.48)
C (3.41, 2.34, 2.08)
C (2.75, 2.95, 1.06)
C (1.71, 2.24, 0.42)
N (1.36, 1.02, 0.76)
C (2.00, 0.40, 1.78)
C (-1.11, -4.77, 1.42)
H (-3.81, -5.55, -0.46)
H (-3.47, -3.20, -1.20)
H (0.83, -3.39, 2.27)
H (1.91, -2.47, 3.62)
H (3.75, -1.36, 4.76)
H (4.50, 0.89, 4.07)
H (4.22, 2.84, 2.60)
H (3.00, 3.95, 0.73)
H (1.16, 2.69, -0.40)
H (-0.46, -5.22, 2.16)

For the LUMO energy, the calculation gives 0.0528 Eh. The charge is -1. As for the frontier orbital gap: 5.220 eV. For the calculated total energy, the calculation gives -4462.7764 Ha. Its HOMO energy is -3.783 eV. Its largest force on an atom is 5.93 eV/Å.

=====

No. 7
C20H30N2O6S | ωB97M-V with the def2-TZVPD basis set

Positions of all 59 atoms, in Å:
C (-1.64, -4.29, 0.62)
O (-0.70, -3.77, 1.53)
C (-0.19, -2.53, 1.40)
C (0.89, -2.27, 2.26)
C (1.59, -1.08, 2.19)
C (1.24, -0.14, 1.23)
S (2.22, 1.35, 1.05)
O (3.07, 1.45, 2.20)
O (1.32, 2.43, 0.76)
N (3.17, 1.11, -0.27)
C (2.69, 1.49, -1.57)
C (2.85, 0.42, -2.66)
C (2.64, -1.01, -2.17)
C (3.91, -1.64, -1.58)
C (4.27, -1.11, -0.19)
C (4.42, 0.41, -0.12)
C (0.17, -0.37, 0.40)
C (-0.58, -1.55, 0.49)
C (-1.76, -1.58, -0.43)
O (-1.70, -1.42, -1.62)
O (-2.91, -1.69, 0.27)
C (-4.12, -1.50, -0.47)
C (-4.49, 0.00, -0.57)
O (-5.17, 0.42, -1.48)
N (-4.01, 0.73, 0.45)
C (-4.01, 2.17, 0.47)
C (-2.58, 2.73, 0.39)
C (-1.80, 2.43, 1.66)
C (-2.62, 4.23, 0.13)
H (-2.65, -3.95, 0.84)
H (-1.59, -5.37, 0.74)
H (-1.38, -4.03, -0.41)
H (1.15, -3.03, 2.98)
H (2.41, -0.87, 2.85)
H (1.64, 1.75, -1.44)
H (3.21, 2.41, -1.90)
H (2.14, 0.65, -3.45)
H (3.85, 0.49, -3.10)
H (1.83, -1.04, -1.44)
H (2.33, -1.62, -3.02)
H (3.77, -2.72, -1.51)
H (4.74, -1.46, -2.26)
H (3.50, -1.42, 0.52)
H (5.22, -1.57, 0.12)
H (5.12, 0.76, -0.88)
H (4.80, 0.68, 0.87)
H (-0.12, 0.39, -0.31)
H (-4.90, -2.03, 0.07)
H (-4.02, -1.90, -1.48)
H (-3.44, 0.27, 1.14)
H (-4.50, 2.52, 1.38)
H (-4.60, 2.50, -0.40)
H (-2.08, 2.25, -0.46)
H (-1.78, 1.37, 1.89)
H (-0.76, 2.75, 1.55)
H (-2.24, 2.96, 2.51)
H (-1.60, 4.62, 0.08)
H (-3.14, 4.74, 0.93)
H (-3.12, 4.45, -0.81)

For the LUMO energy, the calculation gives 0.0196 Eh. The charge is 0. As for the frontier orbital gap: 9.576 eV. The energy relative to the best compared isomer or geometry (same formula, charge and spin) comes out at 0.621 eV. For the calculated total energy, the calculation gives -1739.2538 Ha. Its HOMO energy is -9.041 eV. Its largest force on an atom is 1.05 eV/Å.

=====

No. 8
C15H30LiO15 | ωB97M-V with the def2-TZVPD basis set

Positions of all 61 atoms, in Å:
Li (4.35, 44.37, 17.92)
C (8.25, 43.26, 16.99)
O (7.85, 42.43, 18.01)
C (6.87, 42.74, 18.91)
O (6.05, 43.67, 18.70)
O (6.84, 41.81, 19.92)
C (6.00, 41.92, 21.04)
H (7.55, 43.08, 16.31)
H (9.14, 43.06, 16.47)
H (8.29, 44.27, 17.26)
H (5.06, 41.66, 20.79)
H (6.21, 42.78, 21.38)
H (6.26, 41.12, 21.62)
C (3.85, 45.11, 21.72)
O (2.60, 45.62, 21.22)
C (2.35, 45.78, 19.89)
O (3.09, 45.53, 19.01)
O (0.98, 46.16, 19.67)
C (0.57, 46.20, 18.31)
H (4.62, 45.81, 21.59)
H (4.16, 44.12, 21.24)
H (3.73, 44.86, 22.80)
H (0.36, 45.12, 18.01)
H (1.34, 46.74, 17.80)
H (-0.44, 46.63, 18.21)
C (4.10, 40.14, 16.50)
O (3.20, 40.08, 17.60)
C (2.85, 41.25, 18.19)
O (3.47, 42.28, 18.17)
O (1.74, 41.05, 18.92)
C (1.11, 42.18, 19.43)
H (5.07, 40.41, 16.94)
H (4.09, 41.06, 15.63)
H (4.27, 39.17, 15.90)
H (1.43, 42.57, 20.59)
H (0.10, 41.77, 19.50)
H (0.98, 42.95, 18.78)
C (5.49, 44.02, 13.95)
O (4.11, 43.95, 13.75)
C (3.26, 43.97, 14.75)
O (3.57, 44.07, 15.99)
O (1.95, 43.83, 14.34)
C (0.84, 44.05, 15.21)
H (5.63, 43.49, 14.74)
H (5.76, 45.02, 14.44)
H (6.25, 43.82, 13.14)
H (0.88, 43.63, 16.20)
H (0.09, 43.55, 14.58)
H (0.76, 44.94, 15.42)
C (3.26, 47.39, 15.17)
O (3.98, 47.96, 16.16)
C (4.99, 47.35, 16.90)
O (5.07, 46.04, 16.92)
O (5.83, 48.03, 17.60)
C (7.09, 47.47, 18.12)
H (2.38, 46.82, 15.70)
H (3.90, 46.86, 14.54)
H (2.96, 48.04, 14.34)
H (7.40, 46.81, 17.43)
H (6.96, 46.84, 19.00)
H (7.91, 48.16, 18.40)

For the LUMO energy, the calculation gives -0.0728 Eh. The charge is +1. As for the frontier orbital gap: 11.161 eV. The energy relative to the best compared isomer or geometry (same formula, charge and spin) comes out at 5.563 eV. For the calculated total energy, the calculation gives -1725.3239 Ha. Its HOMO energy is -13.142 eV. Its largest force on an atom is 10.15 eV/Å.

=====

No. 9
C6H17N3 | ωB97M-V with the def2-TZVPD basis set

Positions of all 26 atoms, in Å:
C (-1.49, -1.28, 0.80)
C (-1.50, -1.34, -0.73)
C (-0.07, -1.07, 1.32)
N (-1.99, -2.55, 1.31)
H (-2.11, -0.43, 1.12)
H (-1.99, -2.54, 2.33)
H (-2.94, -2.72, 0.99)
H (-2.52, -1.48, -1.09)
H (-0.90, -2.18, -1.06)
H (-1.11, -0.42, -1.15)
H (0.36, -0.16, 0.91)
H (-0.08, -0.99, 2.41)
H (0.55, -1.92, 1.05)
C (-0.62, 2.42, -0.68)
C (2.30, -0.28, -1.58)
N (-0.18, 1.82, -1.68)
C (2.52, 0.81, -0.68)
N (2.70, 1.69, 0.03)
H (0.44, 2.38, -2.28)
H (1.97, 3.03, 1.99)
H (-1.28, 1.88, -0.01)
H (1.65, 3.52, 2.51)
H (-0.41, 3.46, -0.40)
H (3.01, -0.22, -2.41)
H (2.43, -1.22, -1.06)
H (1.28, -0.21, -1.96)

For the LUMO energy, the calculation gives 0.0362 Eh. The charge is 0. As for the frontier orbital gap: 10.257 eV. The energy relative to the best compared isomer or geometry (same formula, charge and spin) comes out at 2.032 eV. For the calculated total energy, the calculation gives -402.9995 Ha. Its HOMO energy is -9.273 eV. Its largest force on an atom is 1.32 eV/Å.